# C6H6O

A single C6H6O molecule (the ωB97M-V functional and the def2-TZVPD basis, OMol25).

Element x y z (Å)
O -1.706 -0.472 0.048
C -1.309 0.887 -0.097
C -0.708 -1.295 -0.548
C 1.731 -0.522 0.321
C 0.536 -0.426 -0.463
C 0.122 0.847 -0.503
C 2.459 -0.118 1.199
H -1.987 1.439 -0.753
H 3.019 0.349 1.977
H -0.663 -2.259 -0.036
H -0.985 -1.478 -1.599
H 0.806 1.685 -0.443
H -1.314 1.363 0.898

Computed properties:
2S+1 ... 1
Electronic energy ... -307.3125 Eh
SMILES ... C#CC1=CCOC1
Orbital gap ... 0.340 hartree
Relative energy (zero: lowest compared OMol25 entry of this formula, charge and spin) ... 94.7 kcal per mole
Largest force on an atom ... 0.69 eV Å⁻¹

Löwdin atomic charge list, values in e, 8 entries:
1. O -0.120
2. C -0.180
3. C -0.145
4. C -0.088
5. C -0.216
6. C -0.019
7. C 0.111
8. H 0.120

# C7H8InO5

C7H8InO5 as an isolated structure at a distorted geometry (the ωB97M-V functional and the def2-TZVPD basis, OMol25).

Element x y z (Å)
In -0.123 0.191 -0.993
O -2.700 0.556 1.782
O 3.005 -1.526 -0.151
O 0.806 -0.448 1.698
O -0.879 -3.296 0.617
O 1.438 2.315 1.291
C -0.708 -2.305 0.084
C 0.895 2.131 0.300
C 2.185 -1.022 -0.759
C -0.424 1.285 -3.004
C -2.050 0.497 0.849
C 0.544 0.009 3.044
C -0.961 -0.018 -3.180
H 1.346 0.703 3.376
H -0.451 0.475 3.013
H 0.470 -0.886 3.702
H 0.632 -1.414 1.636
H -1.092 2.144 -2.896
H -0.417 -0.769 -3.758
H -2.043 -0.177 -3.179
H 0.527 1.556 -3.471

Computed properties:
Total charge ... +3
2S+1 ... 1
Electronic energy ... -836.4858 Eh
Orbital gap ... 0.252 hartree
Relative energy (zero: lowest compared OMol25 entry of this formula, charge and spin) ... 0.0 kcal per mole
Largest force on an atom ... 4.25 eV Å⁻¹

Löwdin atomic charge list, values in e, 8 entries:
1. In 1.036
2. O 0.232
3. O 0.241
4. O -0.256
5. O 0.242
6. O 0.220
7. C 0.070
8. C 0.112

# C14H29FN2O8S

A 2-piece molecular cluster, C14H29FN2O8S overall at a distorted geometry (the ωB97M-V functional and the def2-TZVPD basis, OMol25).

Element x y z (Å)
S -2.844 0.656 3.896
F -2.167 1.964 4.519
O -1.938 -0.418 4.089
O -6.195 1.677 2.849
O -6.015 -1.300 2.832
O -5.951 0.225 1.208
O -4.074 0.434 4.548
O 3.202 0.127 -1.312
O 4.609 1.020 -3.875
O 3.291 -1.809 -3.661
N -3.001 0.840 2.230
N -1.805 1.376 1.659
C -1.161 0.456 0.723
C 2.246 -0.053 -2.345
C 4.581 0.046 -1.654
C -5.500 1.245 2.018
C -0.188 -0.572 1.352
C 0.838 0.015 2.338
C -6.616 -0.743 2.011
C -8.075 -1.073 1.787
C -4.088 1.814 1.873
C 2.061 -0.939 2.453
C 3.777 -3.111 -3.405
C 4.272 2.244 -4.493
C 2.145 -1.463 -2.899
C 5.093 1.160 -2.549
H 1.999 -2.164 -2.069
H 3.631 2.021 -5.346
H 1.176 1.033 2.067
H 0.391 -0.999 0.511
H -8.623 -0.339 1.182
H -3.927 2.748 2.422
H 1.714 -1.904 2.844
H -1.909 -0.062 0.105
H -8.617 -1.169 2.736
H -8.165 -2.055 1.298
H 2.852 -0.508 3.082
H -0.784 -1.402 1.757
H 1.284 0.188 -1.884
H 6.188 1.115 -2.587
H 3.775 -3.337 -2.334
H 3.184 -3.854 -3.946
H 5.115 0.121 -0.703
H 1.275 -1.522 -3.565
H 0.418 0.117 3.353
H -1.165 1.757 2.349
H -0.568 1.080 0.031
H 4.808 -3.156 -3.757
H 2.391 0.679 -3.141
H 3.716 2.898 -3.813
H 4.824 -0.935 -2.064
H 2.481 -1.079 1.444
H 5.172 2.754 -4.850
H -3.927 2.031 0.806
H 4.798 2.126 -2.122

Computed properties:
2S+1 ... 1
Electronic energy ... -1760.1889 Eh
SMILES ... CCCCNN(CC(=O)OC(C)=O)S(=O)(=O)F.COCCOCCOC
Orbital gap ... 0.363 hartree
Largest force on an atom ... 3.52 eV Å⁻¹

Löwdin atomic charge list, values in e, 8 entries:
1. S 0.624
2. F -0.147
3. O -0.238
4. O 0.180
5. O 0.189
6. O 0.091
7. O -0.203
8. O -0.131